*w*
Molecular formula: C4H9FN2
Method: DFT, ωB97M-V/def2-TZVPD

Computed properties:
- HOMO-LUMO gap (Eh) = 0.3133
- E_HOMO (eV) = -8.00

Atoms and positions in Å:
H 0.483 2.095 1.574
H -0.049 0.021 2.079
H 0.643 1.430 -0.336
H 1.938 0.510 -1.572
H -1.796 0.326 1.552
C -1.840 -0.478 -0.832
F -1.745 -1.063 -2.044
H 0.978 -1.371 0.741
H 0.372 -1.832 -0.948
N 1.657 0.044 -0.738
H 2.852 -0.203 -0.319
C -0.645 0.359 1.204
C -0.718 -0.453 -0.111
N -0.128 1.677 0.692
C 0.731 -0.985 -0.329
H -2.733 -0.078 -0.612

Atom charges from the Löwdin analysis, given in e for atoms 1 to 2: atom 1 (H): 0.101, atom 2 (H): 0.094

---

*x*
Molecular formula: C4H9FN2
Method: DFT, ωB97M-V/def2-TZVPD

Computed properties:
- HOMO-LUMO gap (Eh) = 0.3071
- E_HOMO (eV) = -8.60

Atoms and positions in Å:
H -1.011 0.261 -2.647
H 0.161 -0.883 1.589
N 1.988 0.408 1.276
C -0.298 0.861 0.580
C 0.346 -0.939 -0.532
N -1.696 0.208 -1.668
H 2.842 -0.284 0.691
H -0.992 1.243 1.342
H -2.370 1.117 -1.293
C 0.708 -0.265 0.867
F 1.161 -0.155 -1.447
H -1.946 -0.818 -0.161
H 0.085 1.646 0.096
H 1.686 -0.268 2.726
C -1.075 -0.219 -0.415
H 0.411 -1.913 -1.005

Atom charges from the Löwdin analysis, given in e for atoms 1 to 2: atom 1 (H): 0.161, atom 2 (H): 0.105

---

*y*
Molecular formula: C4H9FN2
Method: DFT, ωB97M-V/def2-TZVPD

Computed properties:
- HOMO-LUMO gap (Eh) = 0.3452
- E_HOMO (eV) = -9.03

Atoms and positions in Å:
H 3.101 -0.696 -0.024
N -2.173 0.021 -0.264
H 0.241 -2.320 0.023
H -1.164 -1.206 1.144
H 1.531 -0.921 1.337
H -2.745 -0.824 -0.733
C -1.025 -0.543 0.348
H -2.094 0.866 -0.933
H 1.962 -0.054 -1.846
H -0.165 1.009 1.716
F -0.041 1.599 -0.217
C -0.047 -1.236 -0.361
C -0.036 0.491 0.811
N 2.175 0.172 -0.358
H -0.180 -1.149 -1.535
C 1.087 -0.453 0.396

Atom charges from the Löwdin analysis, given in e for atoms 1 to 2: atom 1 (H): 0.167, atom 2 (N): 0.029

---

It turns out *w* is the most stable, with the second structure 78.4 kJ/mol higher.